Record 1
Molecular formula: C20H61ClGaN18O11
Method: DFT, ωB97M-V/def2-TZVPD

Each line ends with the Mulliken charge.
Geometry (Å):
C  -1.55  -1.82  7.50  -0.59
O  -1.64  -1.18  6.24  -0.30
C  -2.48  -0.02  6.27  -0.95
C  -3.89  -0.40  5.84  0.01
C  -4.06  -0.80  4.35  -1.02
C  -3.11  -0.14  3.33  -0.24
C  -3.18  -0.92  1.98  -0.92
Ga  -1.58  -0.53  0.75  -0.06
C  -0.45  -2.23  0.59  -0.76
C  0.78  -2.07  -0.31  -0.11
O  1.83  -1.33  0.35  -0.58
C  -0.51  1.13  1.34  -0.71
C  -0.37  2.16  0.20  -1.09
C  0.64  1.67  -0.82  0.60
Cl  0.35  2.39  -2.47  -0.37
H  -1.47  -2.89  7.30  0.22
H  -2.45  -1.66  8.11  0.30
H  -0.66  -1.48  8.04  0.09
H  -2.53  0.38  7.29  0.60
H  -2.05  0.77  5.64  0.58
H  -4.16  -1.28  6.44  -0.36
H  -4.58  0.38  6.16  0.48
H  -5.07  -0.48  4.06  0.27
H  -4.05  -1.88  4.22  0.45
H  -3.44  0.88  3.12  0.15
H  -2.07  -0.17  3.64  0.32
H  -3.09  -1.98  2.26  0.40
H  -4.16  -0.82  1.51  0.31
H  -2.16  -0.19  -0.74  -0.39
H  -1.07  -2.99  0.09  0.35
H  -0.16  -2.57  1.59  0.43
H  0.50  -1.56  -1.24  0.14
H  1.15  -3.07  -0.57  -0.04
H  1.42  -1.00  1.16  0.38
H  0.51  0.91  1.68  0.40
H  -1.04  1.62  2.17  0.50
H  -1.32  2.33  -0.30  0.32
H  -0.03  3.11  0.65  0.35
H  1.64  1.98  -0.52  0.33
H  0.60  0.59  -0.96  -0.58
C  2.01  6.06  -3.85  0.80
O  2.02  6.13  -2.63  -0.66
N  2.44  7.09  -4.65  -0.41
N  1.55  4.96  -4.52  -0.22
H  2.43  7.05  -5.65  0.15
H  2.77  7.91  -4.19  0.23
H  1.23  4.18  -3.98  0.00
H  1.55  4.89  -5.52  0.16
C  4.65  1.86  -3.87  0.59
O  4.69  1.96  -5.09  -0.71
N  5.35  0.92  -3.18  -0.33
N  3.88  2.68  -3.10  -0.22
H  5.31  0.83  -2.18  0.15
H  5.94  0.28  -3.69  0.35
H  3.34  3.38  -3.57  0.09
H  3.82  2.61  -2.10  0.15
C  -5.70  -1.87  9.09  0.65
O  -5.00  -0.90  8.89  -0.58
N  -5.36  -3.12  8.66  -0.32
N  -6.89  -1.79  9.76  -0.45
H  -5.93  -3.93  8.81  0.17
H  -4.50  -3.22  8.15  0.22
H  -7.17  -0.89  10.09  0.22
H  -7.49  -2.58  9.93  0.14
C  0.96  -6.04  -1.61  0.52
O  0.60  -5.12  -0.91  -0.65
N  0.59  -6.16  -2.92  -0.27
N  1.78  -7.04  -1.16  -0.37
H  0.89  -6.91  -3.52  0.24
H  -0.01  -5.45  -3.29  0.18
H  2.08  -6.99  -0.20  0.22
H  2.09  -7.81  -1.73  0.15
C  1.05  -7.88  -6.56  0.62
O  1.08  -7.99  -5.34  -0.67
N  1.30  -6.70  -7.19  -0.37
N  0.77  -8.94  -7.37  -0.41
H  1.27  -6.59  -8.19  0.17
H  1.50  -5.90  -6.62  0.22
H  0.59  -9.82  -6.94  0.22
H  0.74  -8.87  -8.37  0.16
C  -1.73  8.17  -4.03  0.75
O  -1.66  8.23  -5.25  -0.66
N  -1.03  7.26  -3.31  -0.22
N  -2.52  9.01  -3.30  -0.43
H  -1.07  7.19  -2.31  0.12
H  -0.43  6.63  -3.81  0.09
H  -3.06  9.69  -3.80  0.22
H  -2.59  8.97  -2.30  0.16
C  2.45  1.12  7.34  0.54
O  2.47  1.67  6.25  -0.62
N  3.48  1.25  8.23  -0.39
N  1.42  0.34  7.77  -0.27
H  3.49  0.82  9.13  0.15
H  4.26  1.82  7.95  0.23
H  0.64  0.22  7.14  0.18
H  1.40  -0.10  8.66  0.16
C  6.98  -1.99  -5.66  0.62
O  6.71  -0.97  -5.07  -0.67
N  6.67  -2.17  -6.98  -0.40
N  7.62  -3.05  -5.06  -0.39
H  6.88  -3.01  -7.49  0.16
H  6.20  -1.42  -7.45  0.23
H  7.86  -2.95  -4.10  0.21
H  7.84  -3.90  -5.54  0.16
C  -3.70  4.06  -4.19  0.54
O  -4.89  4.19  -4.43  -0.69
N  -2.80  5.08  -4.32  -0.15
N  -3.16  2.88  -3.76  -0.25
H  -1.83  4.98  -4.12  0.18
H  -3.15  5.97  -4.64  0.08
H  -3.78  2.10  -3.64  0.17
H  -2.18  2.78  -3.56  0.13

ΔE to the lowest compared entry with this formula, charge and spin, kcal per mole: 4.70
LUMO level, eV: 1.58
Electronic energy, eV: -135981.0378
Charge: -1
Kohn-Sham gap, eV: 5.72
HOMO level, eV: -4.145

=====

Record 2
Molecular formula: C20H61F2N6O12PbS2
Method: DFT, ωB97M-V/def2-TZVPD

Each line ends with the Löwdin spin population.
Geometry (Å):
Pb  0.72  -2.45  2.82  0.00
N  0.98  -0.23  1.92  0.00
S  0.35  1.01  1.26  0.00
O  -0.02  0.91  -0.16  0.00
O  0.53  2.34  1.89  0.00
F  -1.05  0.72  1.88  0.00
S  2.58  0.31  1.58  0.00
O  3.13  0.99  2.68  0.00
O  2.80  0.78  0.19  0.00
F  3.26  -1.22  1.53  0.00
O  3.87  4.13  2.11  0.00
H  3.57  3.42  2.67  0.00
H  4.10  3.71  1.28  0.00
O  2.98  -2.80  3.93  0.00
H  3.76  -2.30  4.15  0.00
H  3.30  -3.67  3.70  0.00
O  1.40  -2.94  0.06  0.00
H  1.34  -2.79  -0.88  0.00
H  1.43  -3.89  0.16  0.00
C  6.01  1.63  0.65  0.00
C  5.51  2.39  -0.65  0.00
C  5.36  1.30  -1.73  0.00
O  5.09  2.00  -3.00  0.00
C  5.27  1.16  -4.14  0.00
N  4.22  2.97  -0.42  0.00
H  7.09  1.47  0.71  0.00
H  5.48  0.68  0.71  0.00
H  5.75  2.12  1.59  0.00
H  6.34  3.06  -0.88  0.00
H  4.56  0.59  -1.56  0.00
H  6.36  0.90  -1.91  0.00
H  6.28  0.77  -4.17  0.00
H  5.09  1.74  -5.04  0.00
H  4.69  0.23  -4.16  0.00
H  3.91  3.39  -1.28  0.00
H  3.64  2.16  -0.28  0.00
C  -1.02  5.35  2.35  0.14
C  -2.45  4.77  2.28  0.11
C  -3.73  5.75  2.31  0.00
O  -3.55  6.72  3.35  0.00
C  -4.70  7.42  3.59  0.00
N  -2.50  3.95  1.06  0.66
H  -1.00  6.28  1.79  0.01
H  -0.29  4.69  1.89  0.00
H  -0.89  5.50  3.42  0.02
H  -2.64  4.14  3.16  0.02
H  -4.53  5.05  2.57  0.00
H  -3.92  6.26  1.37  0.00
H  -5.24  6.83  4.33  0.00
H  -5.39  7.37  2.75  0.00
H  -4.58  8.44  3.97  0.00
H  -1.63  3.45  0.95  0.02
H  -2.35  4.46  0.21  0.02
C  1.69  -0.97  -2.90  0.00
C  1.17  -2.31  -3.51  0.00
C  1.44  -2.54  -5.06  0.00
O  2.80  -2.48  -5.24  0.00
C  3.29  -3.14  -6.41  0.00
N  1.80  -3.34  -2.74  0.00
H  1.50  -0.81  -1.84  0.00
H  1.28  -0.17  -3.51  0.00
H  2.77  -0.87  -2.96  0.00
H  0.08  -2.33  -3.42  0.00
H  0.97  -1.73  -5.62  0.00
H  1.03  -3.52  -5.33  0.00
H  3.01  -4.19  -6.50  0.00
H  4.38  -3.08  -6.45  0.00
H  2.92  -2.60  -7.28  0.00
H  1.29  -4.21  -2.86  0.00
H  2.70  -3.47  -3.18  0.00
C  -2.04  -0.63  -2.21  0.00
C  -2.93  -1.38  -1.30  0.00
C  -2.61  -2.81  -1.02  0.00
O  -2.70  -3.57  -2.24  0.00
C  -2.69  -5.05  -2.11  0.00
N  -2.83  -0.55  -0.02  0.00
H  -1.00  -0.90  -2.05  0.00
H  -2.04  0.46  -2.23  0.00
H  -2.29  -0.92  -3.23  0.00
H  -3.98  -1.16  -1.52  0.00
H  -3.23  -3.30  -0.26  0.00
H  -1.61  -2.83  -0.57  0.00
H  -2.48  -5.35  -3.14  0.00
H  -3.65  -5.41  -1.75  0.00
H  -1.92  -5.41  -1.43  0.00
H  -3.25  0.36  -0.18  0.00
H  -1.88  -0.26  -0.20  0.00
C  -3.43  -0.73  3.95  0.00
C  -3.04  -2.19  3.66  0.00
C  -4.22  -3.13  3.23  0.00
O  -4.96  -2.71  2.13  0.00
C  -6.27  -3.30  2.06  0.00
N  -2.07  -2.31  2.55  0.00
H  -3.94  -0.13  3.20  0.00
H  -2.58  -0.08  4.15  0.00
H  -4.00  -0.73  4.88  0.00
H  -2.62  -2.64  4.56  0.00
H  -4.84  -3.18  4.13  0.00
H  -3.86  -4.15  3.10  0.00
H  -6.91  -2.88  1.28  0.00
H  -6.74  -3.34  3.04  0.00
H  -6.13  -4.35  1.78  0.00
H  -2.15  -3.14  1.99  0.00
H  -2.48  -1.59  1.98  0.00

2S+1: 2
LUMO level (spin up / spin down), eV: -7.34 / -9.97
Electronic energy, eV: -87569.2630
Charge: +2
Kohn-Sham gap (spin up / spin down), eV: 5.35 / 2.72
HOMO level (spin up / spin down), eV: -12.690 / -12.690

=====

Record 3
Molecular formula: C20H62N12O11
Method: DFT, ωB97M-V/def2-TZVPD

Each line ends with the Mulliken charge.
Geometry (Å):
N  0.75  -2.55  3.61  -0.14
C  -0.02  -1.79  4.42  0.87
N  0.08  -2.09  5.74  -0.45
O  -0.74  -0.86  4.03  -0.76
H  1.20  -3.36  4.00  0.17
H  0.69  -2.43  2.62  -0.01
H  0.67  -2.82  6.07  0.15
H  -0.35  -1.39  6.33  0.25
N  4.36  -1.52  -3.27  -0.42
C  3.27  -0.80  -3.65  0.67
N  3.53  0.45  -4.06  -0.28
O  2.14  -1.31  -3.66  -0.78
H  4.20  -2.49  -3.08  0.24
H  5.28  -1.13  -3.37  0.16
H  4.41  0.88  -3.87  0.19
H  2.78  1.10  -4.29  0.14
N  -2.98  1.61  -2.51  0.01
C  -4.11  1.98  -3.17  0.53
N  -4.72  0.96  -3.81  -0.36
O  -4.58  3.12  -3.10  -0.68
H  -2.55  0.72  -2.65  0.15
H  -2.49  2.41  -2.15  -0.12
H  -5.61  1.14  -4.24  0.22
H  -4.25  0.08  -3.90  0.17
N  -2.97  -5.18  1.38  -0.27
C  -3.01  -4.72  0.10  0.49
N  -1.80  -4.26  -0.34  -0.16
O  -4.03  -4.66  -0.58  -0.68
H  -3.81  -5.60  1.73  0.22
H  -2.13  -5.56  1.77  0.16
H  -1.73  -3.83  -1.24  0.15
H  -1.00  -4.49  0.24  0.16
N  0.17  1.82  4.50  -0.26
C  1.27  2.10  3.75  0.37
N  1.43  1.24  2.71  0.18
O  1.93  3.13  3.93  -0.70
H  -0.07  2.50  5.19  0.20
H  -0.25  0.89  4.52  0.15
H  0.80  0.47  2.62  -0.08
H  2.31  1.28  2.19  0.20
N  3.58  1.63  -0.95  -0.09
C  4.06  1.90  0.29  0.65
N  4.79  3.04  0.36  -0.36
O  3.82  1.16  1.25  -0.83
H  3.58  2.35  -1.65  0.18
H  2.97  0.83  -1.05  -0.03
H  4.86  3.60  -0.47  0.13
H  5.32  3.31  1.16  0.23
C  -1.07  5.91  1.19  -1.55
C  -0.71  4.45  1.21  1.20
C  -0.70  3.76  -0.15  -0.81
O  0.65  4.36  1.69  -0.56
H  -1.67  6.25  2.03  0.36
H  -1.74  6.07  0.33  0.36
H  -0.31  6.61  0.87  0.35
H  -1.33  3.87  1.90  -0.05
H  0.11  4.24  -0.70  0.26
H  -1.66  3.75  -0.67  0.42
H  -0.50  2.69  -0.04  -0.17
H  1.03  3.48  1.64  0.12
C  -0.35  1.79  -5.36  -1.32
C  0.79  2.78  -5.24  0.44
C  0.28  4.25  -5.17  -1.30
O  1.45  2.55  -3.97  -0.54
H  -0.08  0.74  -5.18  0.35
H  -0.71  1.79  -6.39  0.47
H  -1.14  1.91  -4.61  0.31
H  1.53  2.68  -6.03  0.34
H  -0.55  4.49  -5.83  0.38
H  1.07  4.96  -5.41  0.36
H  -0.02  4.48  -4.14  0.20
H  0.82  2.06  -3.41  0.28
C  2.51  -4.70  1.31  -0.98
C  1.53  -5.77  0.86  0.48
C  2.14  -7.15  1.12  -1.47
O  0.26  -5.57  1.48  -0.46
H  1.97  -3.76  1.41  -0.01
H  3.34  -4.64  0.60  0.41
H  2.97  -4.95  2.27  0.33
H  1.34  -5.69  -0.21  0.26
H  2.37  -7.24  2.18  0.36
H  3.00  -7.23  0.45  0.38
H  1.45  -7.93  0.82  0.37
H  0.34  -5.33  2.41  0.25
C  -3.65  1.10  3.26  -0.88
C  -3.87  -0.36  2.87  0.25
C  -3.20  -0.71  1.54  -0.57
O  -3.45  -1.27  3.87  -0.66
H  -4.13  1.75  2.53  0.40
H  -2.58  1.27  3.15  -0.11
H  -3.95  1.31  4.29  0.34
H  -4.95  -0.53  2.84  0.38
H  -3.28  -1.77  1.28  0.08
H  -2.16  -0.35  1.56  -0.11
H  -3.53  -0.20  0.63  0.45
H  -2.49  -1.19  3.98  0.40
C  0.65  -0.39  -0.18  -0.03
C  -0.39  0.01  -1.22  -0.40
O  0.25  0.36  -2.44  -0.02
H  1.50  -0.95  -0.55  0.52
H  0.11  -0.99  0.56  -0.27
H  0.90  0.52  0.35  -0.34
H  -1.11  0.77  -0.91  0.30
H  -1.02  -0.86  -1.44  0.51
H  0.91  -0.29  -2.71  -0.03

ΔE to the lowest compared entry with this formula, charge and spin, kcal per mole: 0.00
LUMO level, eV: -0.25
Electronic energy, eV: -62155.0923
Kohn-Sham gap, eV: 8.65
SMILES: NC(N)=O.NC(N)=O.NC(N)=O.NC(N)=O.NC(N)=O.NC(N)=O.CC(C)O.CC(C)O.CC(C)O.CC(C)O.CCO
HOMO level, eV: -8.906

=====

Record 4
Molecular formula: C20H63ClN5O13
Method: DFT, ωB97M-V/def2-TZVPD

Each line ends with the Mulliken charge.
Geometry (Å):
Cl  0.14  -0.60  1.20  1.06
O  -0.63  -0.59  -0.03  -0.44
O  0.18  0.73  1.73  -0.47
O  -0.47  -1.55  2.10  -0.57
O  1.44  -1.17  0.91  0.26
O  -1.18  -4.15  0.30  -0.63
H  -1.92  -3.85  -0.24  0.29
H  -1.09  -3.46  0.98  0.24
O  -0.83  -2.14  5.10  -0.66
H  -0.65  -2.09  4.15  0.36
H  -1.70  -1.74  5.20  0.29
O  3.10  -1.42  3.57  -0.65
H  2.36  -1.21  2.98  0.15
H  2.80  -1.15  4.44  0.28
O  4.15  -1.74  -0.54  -0.69
H  4.64  -1.69  0.28  0.33
H  3.29  -1.35  -0.34  -0.01
C  -3.94  -0.83  0.20  -0.91
C  -4.32  -0.17  -1.15  0.52
C  -3.16  0.41  -2.00  -0.46
O  -3.73  1.18  -3.04  -0.51
C  -2.82  1.55  -4.04  -0.85
N  -5.02  -1.21  -1.92  -0.84
H  -4.80  -0.98  0.84  0.35
H  -3.30  -0.12  0.72  0.13
H  -3.42  -1.77  0.05  0.03
H  -5.01  0.62  -0.86  0.38
H  -2.53  -0.41  -2.38  0.46
H  -2.54  1.08  -1.40  0.21
H  -2.51  0.78  -4.75  0.31
H  -1.91  1.89  -3.51  0.26
H  -3.20  2.41  -4.58  0.39
H  -4.32  -1.90  -2.18  0.31
H  -5.31  -0.87  -2.84  0.30
C  -5.18  5.50  -0.76  -1.52
C  -4.55  4.14  -1.01  0.90
C  -4.16  3.44  0.29  -0.29
O  -3.19  4.14  1.00  -0.43
C  -2.62  3.37  2.03  -0.41
N  -5.43  3.30  -1.76  -0.61
H  -6.17  5.43  -0.30  0.33
H  -5.27  6.00  -1.74  0.42
H  -4.55  6.19  -0.20  0.34
H  -3.58  4.36  -1.49  0.10
H  -3.83  2.43  0.01  -0.13
H  -5.08  3.30  0.87  0.24
H  -3.35  3.01  2.77  0.30
H  -1.93  4.01  2.58  0.24
H  -2.06  2.53  1.60  0.11
H  -5.02  2.41  -2.04  0.05
H  -5.84  3.72  -2.58  0.26
C  2.27  -1.63  -4.46  -1.69
C  2.02  -1.04  -3.09  1.23
C  1.14  0.21  -3.08  -0.26
O  1.74  1.10  -4.03  -0.42
C  0.81  1.77  -4.84  -0.75
N  1.51  -2.09  -2.20  -0.70
H  2.85  -2.54  -4.29  0.45
H  2.84  -0.93  -5.06  0.32
H  1.41  -1.92  -5.08  0.30
H  2.98  -0.69  -2.69  0.08
H  1.13  0.69  -2.10  -0.22
H  0.11  -0.06  -3.33  0.35
H  0.02  1.13  -5.21  0.29
H  1.27  2.24  -5.71  0.32
H  0.42  2.66  -4.33  0.28
H  1.17  -1.71  -1.31  -0.12
H  2.28  -2.66  -1.86  0.37
C  2.17  -6.62  1.19  -1.57
C  2.21  -5.17  1.74  0.60
C  3.54  -4.83  2.37  -0.35
O  3.71  -5.46  3.62  -0.35
C  4.92  -5.07  4.19  -0.71
N  1.95  -4.29  0.60  -0.61
H  2.47  -7.31  1.98  0.36
H  2.81  -6.69  0.32  0.35
H  1.13  -6.81  0.92  0.39
H  1.43  -5.12  2.51  0.28
H  3.59  -3.74  2.54  0.12
H  4.33  -5.12  1.66  0.30
H  5.17  -5.61  5.10  0.29
H  5.03  -4.01  4.41  0.23
H  5.74  -5.33  3.50  0.31
H  0.99  -4.44  0.29  0.34
H  1.95  -3.33  0.96  0.00
C  1.23  3.97  3.30  -1.13
C  2.28  4.07  2.20  0.39
C  2.49  2.72  1.52  -0.01
O  3.67  2.70  0.77  -0.50
C  3.77  1.51  0.02  -0.09
N  1.97  5.19  1.32  -0.75
H  0.23  3.72  2.95  -0.11
H  1.21  4.94  3.81  0.42
H  1.52  3.26  4.07  0.41
H  3.25  4.30  2.65  0.30
H  1.64  2.56  0.82  -0.09
H  2.40  1.92  2.27  0.19
H  2.82  1.35  -0.50  -0.10
H  3.95  0.65  0.67  0.20
H  4.59  1.51  -0.70  0.35
H  1.15  4.98  0.75  0.24
H  2.73  5.30  0.65  0.33

ΔE to the lowest compared entry with this formula, charge and spin, kcal per mole: 0.00
LUMO level, eV: 2.39
Electronic energy, eV: -68345.7987
Charge: -1
Kohn-Sham gap, eV: 8.92
HOMO level, eV: -6.532

=====

- Among the records above, which one has the lowest electronic energy?
  C20H61ClGaN18O11

=====

- What is the electronic energy in the third record?
  -62155.0923 eV

=====

- Which of these has the lowest electronic energy?
  C20H61ClGaN18O11

=====

- Which of these has the lowest electronic energy?
  C20H61ClGaN18O11